ORCA calculation (ωB97M-V with the def2-TZVPD basis set) on one molecule with the formula C5H8O2.

Geometry (Å):
O 1.74027 -0.36031 0.16357
O -1.47722 -2.46878 -0.52493
C -0.90550 -0.11081 -0.97749
C 1.17935 0.93288 0.12039
C -0.32859 0.81097 0.09874
C -1.16886 -1.35580 -0.14904
C -1.04756 -0.99190 1.25545
H 1.50110 1.54023 0.97982
H 2.69707 -0.28430 0.06786
H -0.18475 -0.33357 -1.76902
H -0.75420 0.42206 1.12625
H -0.12285 -1.35160 1.72745
H 1.47782 1.47048 -0.79549
H -0.78233 1.80697 0.10983
H -1.82375 0.27347 -1.43340

* HOMO-LUMO gap: 8.70 eV
* F_max: 0.4 eV Å⁻¹
* multiplicity: 1
* energy relative to the best compared isomer or geometry (same formula, charge and spin): 102.96 kcal/mol